Below is a structure of composition C46H42Br2F3FeGeN4O3S2, with properties calculated with ωB97M-V/def2-TZVPD.

Computed properties:
expectation value of S²: 6.45
highest occupied orbital energy (alpha / beta): -4.73 / -4.73 eV
energy above the lowest of the compared OMol25 structures with the same formula, charge and spin: 92.2 kcal per mole
HOMO-LUMO gap (alpha / beta): 0.12702 / 0.17303 Eh

The geometry in ORCA input format:
```
! RIJCOSX wB97M-V def2-TZVPD def2/J DEFGRID3
* xyz -1 5
Fe 10.7391 13.8122 14.2293
F 11.5218 15.7259 9.2724
C 12.5955 16.1485 10.0156
F 13.6081 16.4163 9.1173
F 12.0984 17.2990 10.5339
C 13.0659 15.1538 11.0387
C 14.3414 14.5395 10.9577
C 14.6090 13.4644 11.7730
C 13.6644 13.0290 12.6774
N 12.5262 13.6801 12.8659
C 12.1811 14.6693 12.0552
S 10.5155 15.2258 12.3617
H 15.0601 14.8987 10.2291
H 15.6127 12.9787 11.7249
H 13.7975 12.2409 13.3893
Br 11.6537 11.9182 15.0825
C 8.6270 13.3771 14.4467
Br 7.2529 14.7838 14.7195
H 8.6337 12.8933 15.4260
H 8.2107 12.8431 13.6208
C 8.0211 11.5077 6.9448
C 9.5383 11.5137 6.8389
C 10.2119 12.0997 8.0862
N 10.2172 11.1200 9.1592
C 9.9193 11.3186 10.4476
S 9.0705 12.5925 11.1442
N 10.4231 10.3118 11.2848
C 10.8705 8.9970 10.9875
O 11.9121 8.5662 11.4467
C 9.9677 8.1674 10.1448
C 8.5748 8.2740 10.1688
C 7.7363 7.3054 9.6064
C 8.3055 6.2627 8.9007
C 9.7103 6.1734 8.7989
C 10.5369 7.1443 9.3874
H 7.6997 11.3767 8.0079
H 7.5307 10.6637 6.4149
H 7.5666 12.4423 6.5935
H 9.8996 12.1719 6.0120
H 9.9770 10.5007 6.5763
H 9.7203 13.0000 8.5118
H 11.2655 12.4222 7.8673
H 10.5983 10.2217 8.9027
H 10.6923 10.5883 12.2463
H 8.1929 9.1097 10.7946
H 6.6818 7.3784 9.8619
H 7.6633 5.5616 8.3643
H 10.1801 5.3362 8.2762
H 11.6546 7.1005 9.5666
N 9.3106 19.0603 18.9611
C 9.8843 18.2132 18.3530
C 10.3953 17.2153 17.5136
C 10.5708 15.8613 17.9364
C 10.8066 14.8246 17.0411
C 10.8212 15.0482 15.6534
C 10.8880 16.4143 15.2839
C 10.6892 17.4523 16.1679
H 10.4969 15.6582 19.0117
H 10.9201 13.8213 17.4360
H 11.1335 16.7184 14.2739
H 10.7004 18.4664 15.8132
O 17.3901 16.4466 16.2094
C 16.5743 17.4914 16.3629
O 16.9143 18.6882 16.1763
C 15.0899 17.1330 16.7380
C 15.0474 16.0271 17.7834
Ge 16.8169 15.0659 17.6206
C 16.5279 14.0428 19.5235
C 16.9885 12.7396 19.6015
C 16.8548 12.0079 20.8069
C 16.1447 12.5500 21.8850
C 15.6353 13.8129 21.7562
C 15.8950 14.5838 20.6296
C 18.6621 15.5403 18.2260
C 19.7684 14.8169 17.8492
C 21.0749 15.3789 17.9706
C 21.2021 16.6551 18.4038
C 20.0543 17.3988 18.6780
C 18.7809 16.8293 18.6878
C 16.6961 13.4249 16.4362
C 17.5762 13.2308 15.4002
C 17.5188 12.0577 14.6046
C 16.5820 11.0453 14.9033
C 15.6865 11.2586 15.9650
C 15.7463 12.4448 16.7155
H 14.5826 16.8182 15.8313
H 14.5447 18.0170 17.1180
H 14.2113 15.4056 17.5983
H 14.9123 16.4493 18.7974
H 17.3585 12.2267 18.7437
H 17.3092 11.0130 20.8568
H 15.8744 12.0212 22.7565
H 15.0810 14.2587 22.5575
H 15.5166 15.5945 20.6124
H 19.6388 13.8129 17.4963
H 21.9943 14.8128 17.6757
H 22.1981 17.1200 18.4394
H 20.1531 18.4355 18.9818
H 17.9370 17.4396 19.0159
H 18.2125 14.0246 15.1369
H 18.2519 11.9857 13.8140
H 16.5276 10.1507 14.2799
H 14.9323 10.5066 16.1746
H 15.0705 12.5533 17.5529
*
```

Mulliken population analysis, charges in e, atoms 1 to 2: number 1, Fe, carries -0.14; number 2, F, carries -0.19


Below is a structure of composition C16H17F6IN2OV, with properties calculated with ωB97M-V/def2-TZVPD.

Computed properties:
expectation value of S²: 1.13
highest occupied orbital energy (alpha / beta): -16.09 / -16.09 eV
HOMO-LUMO gap (alpha / beta): 0.18995 / 0.26611 Eh

The geometry in ORCA input format:
```
! RIJCOSX wB97M-V def2-TZVPD def2/J DEFGRID3
* xyz 2 2
C 1.7262 2.5519 0.7923
C 2.7847 1.4840 0.4734
H 1.1859 2.9399 -0.0881
H 2.3059 3.4065 1.1600
H 1.0236 2.3265 1.6029
H 2.6856 0.9414 -0.4924
H 3.7201 2.0333 0.2956
H 2.9956 0.8049 1.3018
C -2.3601 1.2742 -0.3426
C -3.6327 1.1881 -0.9083
C -3.9318 0.1206 -1.7647
C -2.9573 -0.8457 -2.0060
H -2.0370 2.0729 0.3219
H -4.3682 1.9505 -0.6781
H -4.9071 0.0255 -2.2460
H -3.1198 -1.7176 -2.6429
N -1.4124 0.3566 -0.6057
C -1.6918 -0.7077 -1.4032
C -0.5928 -1.6431 -1.6546
N 0.6189 -1.2832 -1.1589
C 1.6675 -2.1065 -1.3412
C 0.3306 -3.6574 -2.6194
C 1.5657 -3.2864 -2.0783
H 2.5923 -1.7824 -0.8706
H 2.4491 -3.8996 -2.2203
C -0.7606 -2.8231 -2.4100
H -1.7488 -3.0406 -2.8146
H 0.2102 -4.5765 -3.1916
V 0.6932 0.7416 -0.2581
I 0.7698 1.9468 -2.5471
C -0.4071 -1.2896 3.1453
C 0.8987 -0.6419 2.7459
O 0.8777 0.0079 1.5772
C 1.3278 0.3092 3.9518
F 1.1055 -0.2611 5.1811
F 2.6265 0.7017 3.9316
F 0.5644 1.4337 3.8964
C 2.0220 -1.7902 2.7119
F 2.1190 -2.4410 3.9121
F 1.6759 -2.7214 1.7689
F 3.2535 -1.3485 2.3631
H -1.1700 -0.5127 3.2312
H -0.2753 -1.7889 4.1041
H -0.6929 -2.0153 2.3824
*
```

Mulliken population analysis, charges in e, atoms 1 to 2: number 1, C, carries -1.19; number 2, C, carries -0.67


Below is a cluster of 2 separate species, C35H27N2O4 in total, with properties calculated with ωB97M-V/def2-TZVPD.

Computed properties:
highest occupied orbital energy: -3.66 eV
HOMO-LUMO gap: 0.17779 Eh

The geometry in ORCA input format:
```
! RIJCOSX wB97M-V def2-TZVPD def2/J DEFGRID3
* xyz -1 1
C 6.8212 0.0596 2.9799
O 6.1766 -0.8737 2.0906
C 4.8781 -1.2055 2.3058
C 4.3192 -2.1612 1.4137
C 2.9889 -2.4894 1.5023
C 2.1382 -1.8273 2.4370
C 0.7266 -2.0610 2.4578
C -0.2411 -1.0380 2.5224
C -1.6339 -1.3662 2.6002
C -2.6284 -0.4415 2.4065
C -4.0477 -0.8361 2.4265
C -4.4593 -1.9164 3.2431
C -5.7971 -2.3016 3.3104
C -6.7596 -1.6470 2.5331
C -6.3649 -0.6063 1.6799
C -5.0306 -0.1987 1.6388
C -2.2618 0.9797 2.1557
O -3.1132 1.8228 1.8292
C -0.8326 1.3455 2.3357
C -0.4227 2.7596 2.3258
C 0.6781 3.1739 3.1175
C 1.0853 4.5089 3.1292
C 0.4570 5.4460 2.2968
C -0.6121 5.0438 1.4835
C -1.0678 3.7255 1.5267
C 0.1037 0.3503 2.4668
C 2.7374 -0.9568 3.3875
C 4.0808 -0.6390 3.3333
H 7.8515 0.0690 2.6273
H 6.3854 1.0633 2.8964
H 6.7800 -0.2793 4.0230
H 4.9676 -2.5912 0.6483
H 2.5494 -3.2304 0.8304
H 0.3692 -3.0734 2.2583
H -1.8954 -2.4118 2.7756
H -3.7183 -2.4484 3.8445
H -6.0732 -3.1212 3.9776
H -7.8049 -1.9523 2.5924
H -7.0976 -0.1058 1.0445
H -4.7427 0.6295 0.9943
H 1.1896 2.4353 3.7423
H 1.8982 4.8141 3.7913
H 0.7987 6.4826 2.2837
H -1.1027 5.7556 0.8170
H -1.9372 3.4331 0.9405
H 1.1576 0.6327 2.4762
H 2.1288 -0.5755 4.2092
H 4.5243 0.0517 4.0577
C 1.8293 -4.6780 4.3836
C 0.7021 -3.9720 5.0394
C 1.0070 -2.8145 5.7689
N 1.3332 -1.8484 6.3599
C -0.6252 -4.4726 5.0770
C -1.0396 -5.6046 4.2956
C -2.3315 -6.0878 4.3606
C -3.2784 -5.4174 5.1618
N -4.6608 -5.6953 4.9759
O -5.5025 -4.9081 5.4785
O -4.9861 -6.6927 4.2970
C -2.8978 -4.3467 5.9964
C -1.6061 -3.8543 5.9185
H 1.5057 -5.4863 3.7259
H 2.3999 -3.9487 3.7977
H 2.5292 -5.0798 5.1315
H -0.3261 -6.0941 3.6297
H -2.6581 -6.9545 3.7901
H -3.6357 -3.9185 6.6736
H -1.3290 -2.9842 6.5242
*
```

Mulliken population analysis, charges in e, atoms 1 to 2: number 1, C, carries -0.80; number 2, O, carries -0.45


Below is a structure of composition C43H35N7O3ReS2, with properties calculated with ωB97M-V/def2-TZVPD.

Computed properties:
expectation value of S²: 0.89
highest occupied orbital energy (alpha / beta): -11.86 / -11.86 eV
energy above the lowest of the compared OMol25 structures with the same formula, charge and spin: 0.0 kcal per mole
HOMO-LUMO gap (alpha / beta): 0.14691 / 0.15227 Eh

The geometry in ORCA input format:
```
! RIJCOSX wB97M-V def2-TZVPD def2/J DEFGRID3
* xyz 2 2
Re 0.3619 0.1901 0.3132
O -0.7839 -5.8849 3.3321
C -1.6719 -5.2870 2.7169
O -2.8877 -5.4357 2.5567
C -1.1256 -4.0288 1.9584
C -1.9847 -3.2375 1.1996
C -1.5007 -2.0862 0.6229
N -0.2043 -1.7369 0.7644
C 0.6484 -2.5085 1.4628
C 0.2098 -3.6602 2.0793
C 2.0210 -1.9666 1.5162
C 3.0810 -2.7125 1.9981
C 4.3516 -2.1631 2.0101
C 4.5281 -0.8742 1.5329
C 3.4337 -0.1805 1.0599
N 2.1956 -0.7003 1.0435
C -2.3014 -1.0757 -0.0974
C -3.6144 -1.2805 -0.4836
C -4.3201 -0.2402 -1.0646
C -3.6971 0.9870 -1.2415
C -2.3778 1.1227 -0.8625
N -1.6845 0.1130 -0.3197
H -3.0174 -3.5580 1.1315
H 0.8403 -4.2995 2.6853
H 2.9076 -3.7165 2.3570
H 5.1891 -2.7341 2.3878
H 5.4996 -0.4012 1.5226
H 3.5397 0.8270 0.6899
H -4.0777 -2.2429 -0.3191
H -5.3500 -0.3827 -1.3627
H -4.2209 1.8285 -1.6722
H -1.8420 2.0551 -0.9815
S -0.5703 0.8896 2.2928
C -0.2061 2.5475 2.1167
N -0.9610 3.4388 2.8642
N -0.5253 4.5356 3.2792
C 0.7666 5.0715 3.5638
C 0.7693 6.4372 3.8328
C 1.9390 7.0454 4.2523
C 3.0827 6.2814 4.4289
C 3.0611 4.9112 4.1756
C 1.9095 4.2931 3.7306
N 0.6183 3.0143 1.2063
N 1.0719 2.1182 0.3465
C 2.1988 2.6403 -0.4049
C 2.7252 1.8864 -1.4458
C 3.8700 2.3140 -2.1044
C 4.4778 3.5074 -1.7529
C 3.9365 4.2728 -0.7258
C 2.8112 3.8427 -0.0453
H -1.2806 5.1218 3.6348
H -0.1361 7.0207 3.7103
H 1.9507 8.1067 4.4551
H 3.9921 6.7476 4.7827
H 3.9529 4.3201 4.3323
H 1.9043 3.2293 3.5559
H 2.2757 0.9466 -1.7241
H 4.2818 1.7026 -2.8975
H 5.3702 3.8395 -2.2659
H 4.4026 5.2070 -0.4423
H 2.4127 4.4355 0.7616
O 0.6816 -0.3218 -1.6788
S -0.1120 -0.6696 -2.9581
C 0.7786 -2.1241 -3.6012
C 2.2696 -1.9667 -3.6230
C 2.9221 -1.7195 -4.8280
C 4.2967 -1.5300 -4.8591
C 5.0283 -1.5817 -3.6821
C 4.3879 -1.8585 -2.4802
C 3.0168 -2.0549 -2.4490
C 0.3449 0.5183 -4.2406
C -0.0486 1.9400 -3.9526
C -1.3753 2.2755 -3.6979
C -1.7326 3.5940 -3.4647
C -0.7653 4.5912 -3.4982
C 0.5522 4.2658 -3.7825
C 0.9080 2.9439 -4.0094
H 0.3643 -2.2519 -4.6035
H 0.4418 -2.9559 -2.9811
H 2.3568 -1.6965 -5.7528
H 4.7960 -1.3649 -5.8042
H 6.0994 -1.4305 -3.7038
H 4.9644 -1.9438 -1.5682
H 2.5293 -2.3185 -1.5186
H -0.2090 0.1349 -5.1051
H 1.4142 0.4115 -4.4232
H -2.1375 1.5038 -3.7232
H -2.7686 3.8519 -3.2847
H -1.0458 5.6231 -3.3352
H 1.3050 5.0407 -3.8370
H 1.9342 2.6959 -4.2470
*
```

Mulliken population analysis, charges in e, atoms 1 to 2: number 1, Re, carries 0.35; number 2, O, carries -0.69